# 1
Here is a 5-piece molecular cluster, C11H33N7O7 overall from the Open Molecules 2025 dataset. Energies are from the ωB97M-V functional and the def2-TZVPD basis.

Lowest unoccupied orbital energy = 0.0170 Eh
Highest occupied orbital energy = -9.30 eV
Molar mass = 375.43 g/mol
Relative energy (zero: lowest compared OMol25 entry of this formula, charge and spin) = 0.00 kcal per mole
SMILES = COCCNCCOC.NC(N)=O.NC(N)=O.NC(N)=O.OCCO
HOMO-LUMO gap = 9.76 eV

ORCA input file:
```
! RIJCOSX wB97M-V def2-TZVPD def2/J DEFGRID3
* xyz 0 1
C -1.904 -34.488 20.734
O -2.760 -34.981 19.745
C -2.362 -36.173 19.130
C -3.482 -36.647 18.226
N -4.728 -36.953 18.949
C -4.648 -37.952 20.007
C -5.976 -38.723 20.015
O -6.187 -39.349 21.263
C -7.426 -39.989 21.418
H -0.894 -34.258 20.385
H -1.765 -35.205 21.555
H -2.346 -33.635 21.245
H -2.102 -36.934 19.876
H -1.482 -35.944 18.508
H -3.259 -37.364 17.437
H -3.768 -35.801 17.585
H -5.059 -36.089 19.360
H -4.442 -37.636 21.033
H -3.829 -38.635 19.769
H -6.174 -39.422 19.188
H -6.864 -38.075 19.900
H -8.258 -39.353 21.092
H -7.568 -40.238 22.467
H -7.461 -40.906 20.819
N -6.957 -29.107 16.890
C -6.747 -30.390 17.322
N -5.986 -30.437 18.466
O -7.077 -31.376 16.678
H -7.550 -28.956 16.092
H -6.787 -28.287 17.439
H -5.853 -29.635 19.045
H -5.495 -31.296 18.649
N -8.317 -33.324 13.556
C -8.899 -34.506 13.988
N -8.592 -34.912 15.218
O -9.658 -35.114 13.225
H -8.672 -33.100 12.643
H -7.914 -32.661 14.194
H -8.947 -35.798 15.528
H -8.281 -34.294 15.946
N -9.989 -36.872 19.108
C -10.040 -38.171 19.517
N -9.658 -39.107 18.616
O -10.231 -38.453 20.706
H -9.647 -36.639 18.198
H -10.049 -36.230 19.877
H -9.542 -39.003 17.630
H -9.648 -39.997 19.094
O -7.173 -35.728 18.200
C -6.545 -34.429 18.241
C -6.388 -33.876 19.636
O -5.145 -33.275 19.934
H -6.443 -36.357 18.096
H -5.555 -34.481 17.762
H -7.043 -33.860 17.456
H -6.638 -34.630 20.392
H -7.209 -33.171 19.799
H -4.437 -33.809 19.538
*
```

Results of the Löwdin charge analysis, in e, for atoms 1 through 6:
1 C -0.10
2 O -0.22
3 C -0.22
4 C -0.17
5 N -0.07
6 C -0.17

---

# 2
Here is a 5-piece molecular cluster, C11H34N2O5 overall from the Open Molecules 2025 dataset. Energies are from the ωB97M-V functional and the def2-TZVPD basis.

Lowest unoccupied orbital energy = 0.0091 Eh
Highest occupied orbital energy = -9.25 eV
Molar mass = 274.40 g/mol
Relative energy (zero: lowest compared OMol25 entry of this formula, charge and spin) = 167.57 kcal per mole
SMILES = COC[C@H](C)N.COC[C@H](C)N.CO.CO.CO
HOMO-LUMO gap = 9.50 eV

ORCA input file:
```
! RIJCOSX wB97M-V def2-TZVPD def2/J DEFGRID3
* xyz 0 1
C 5.863 3.675 -2.485
O 5.066 2.909 -1.659
C 3.930 2.382 -2.218
C 3.158 1.663 -1.103
C 3.918 0.512 -0.411
N 1.991 1.015 -1.733
H 6.624 3.104 -2.985
H 6.552 4.155 -1.865
H 5.311 4.369 -3.182
H 3.340 3.150 -2.752
H 4.183 1.674 -3.165
H 2.587 2.304 -0.494
H 3.901 -0.322 -1.002
H 3.241 0.059 0.304
H 4.828 0.960 0.084
H 1.520 1.713 -2.090
H 1.336 0.733 -0.970
C -1.791 -1.069 2.608
O -2.877 -2.034 3.088
C -3.990 -1.993 2.307
C -4.900 -3.070 2.520
C -4.147 -4.444 2.679
N -5.976 -3.332 1.647
H -1.362 -1.494 1.706
H -1.181 -1.269 3.271
H -2.242 -0.104 2.660
H -4.458 -0.901 2.356
H -3.605 -1.847 1.229
H -5.436 -3.011 3.531
H -3.701 -4.681 1.757
H -4.818 -5.324 3.038
H -3.267 -4.336 3.327
H -5.696 -3.633 0.762
H -6.721 -2.547 1.178
C 1.830 -1.796 -3.721
O 2.725 -1.492 -2.676
H 2.177 -2.055 -4.736
H 1.124 -1.142 -4.154
H 1.338 -2.620 -3.459
H 2.655 -0.529 -2.512
C -0.991 0.052 -1.091
O -0.240 0.636 -0.085
H -1.727 0.794 -1.601
H -1.725 -0.526 -0.636
H -0.457 -0.352 -2.080
H -0.734 1.204 0.363
C -0.881 3.216 2.538
O -1.693 2.469 1.721
H -0.881 2.979 3.584
H -1.279 4.070 2.934
H 0.097 3.386 2.005
H -2.504 2.754 1.654
*
```

Results of the Löwdin charge analysis, in e, for atoms 1 through 6:
1 C -0.12
2 O -0.18
3 C -0.23
4 C -0.36
5 C -0.02
6 N 0.03

---

# 3
Here is a 6-piece molecular cluster, C11H34N3O9 overall from the Open Molecules 2025 dataset. Energies are from the ωB97M-V functional and the def2-TZVPD basis.

Lowest unoccupied orbital energy = 0.1031 Eh
Highest occupied orbital energy = -6.62 eV
Molar mass = 352.40 g/mol
Relative energy (zero: lowest compared OMol25 entry of this formula, charge and spin) = 0.00 kcal per mole
HOMO-LUMO gap = 9.43 eV

ORCA input file:
```
! RIJCOSX wB97M-V def2-TZVPD def2/J DEFGRID3
* xyz -1 1
O 5.463 4.516 20.956
H 5.180 3.599 20.845
C 2.850 0.675 20.829
C 4.321 0.963 21.115
C 5.058 -0.135 21.840
O 4.412 -0.406 23.065
C 5.039 -1.396 23.801
N 5.016 1.179 19.848
H 2.296 0.533 21.760
H 2.747 -0.257 20.264
H 2.421 1.514 20.285
H 4.301 1.886 21.718
H 6.093 0.213 21.973
H 5.072 -1.047 21.228
H 6.047 -1.125 24.146
H 5.152 -2.330 23.225
H 4.448 -1.640 24.683
H 5.931 1.593 20.034
H 4.534 1.857 19.262
C 8.296 2.683 22.059
C 7.369 2.756 23.267
O 6.785 4.019 23.422
O 7.602 2.721 20.828
H 8.889 1.767 22.059
H 8.983 3.537 22.151
H 8.005 2.585 24.140
H 6.647 1.929 23.191
H 6.204 4.205 22.657
H 6.988 3.479 20.892
C 4.169 4.151 17.606
C 5.677 4.268 17.562
O 6.149 5.353 18.344
O 3.646 3.879 18.886
H 3.784 3.386 16.922
H 3.745 5.092 17.223
H 6.016 4.452 16.541
H 6.147 3.327 17.884
H 5.913 5.190 19.282
H 4.254 4.171 19.587
C 9.509 7.062 21.249
C 8.371 6.353 20.587
O 7.203 6.623 21.360
O 9.735 6.564 22.566
H 9.255 8.134 21.300
H 10.468 7.018 20.733
H 8.588 5.281 20.493
H 8.177 6.682 19.558
H 6.639 5.833 21.296
H 8.867 6.559 22.990
C 2.747 6.391 22.609
O 1.969 7.209 23.078
N 3.963 6.684 22.062
N 2.489 5.038 22.566
H 4.409 7.574 22.157
H 4.500 5.898 21.676
H 3.240 4.442 22.259
H 1.728 4.617 23.058
*
```

Results of the Löwdin charge analysis, in e, for atoms 1 through 6:
1 O -0.38
2 H -0.04
3 C -0.05
4 C -0.45
5 C -0.21
6 O -0.18

---

# 4
Here is a 7-piece molecular cluster, C11H34N5O8S overall from the Open Molecules 2025 dataset. Energies are from the ωB97M-V functional and the def2-TZVPD basis.

Lowest unoccupied orbital energy = -0.1306 Eh
Highest occupied orbital energy = -12.29 eV
Molar mass = 396.49 g/mol
HOMO-LUMO gap = 8.73 eV

ORCA input file:
```
! RIJCOSX wB97M-V def2-TZVPD def2/J DEFGRID3
* xyz 1 1
C 3.634 0.561 1.251
O 3.984 -0.554 0.392
C 4.061 -0.002 -0.942
C 2.868 -0.383 -1.882
C 1.505 -0.644 -1.154
C 0.329 0.292 -1.666
C -0.872 0.155 -0.679
C -2.228 -0.187 -1.396
N -3.206 -0.766 -0.403
C -3.070 -0.051 0.773
N -3.291 -0.591 1.962
O -3.706 -1.886 2.113
C -2.631 -2.728 2.070
N -1.786 -3.348 1.655
N -2.638 1.268 0.661
C -1.186 1.357 0.243
S -0.105 1.205 1.757
C -1.000 2.770 -0.388
N -1.328 3.901 0.540
H 4.517 1.232 1.319
H 2.748 1.059 0.790
H 3.341 0.165 2.249
H 4.202 1.101 -0.882
H 4.992 -0.415 -1.402
H 3.147 -1.341 -2.378
H 2.727 0.369 -2.689
H 1.166 -1.706 -1.340
H 1.534 -0.527 -0.049
H 0.009 -0.146 -2.643
H 0.706 1.317 -1.839
H -0.630 -0.717 -0.016
H -2.089 -0.952 -2.187
H -2.726 0.723 -1.801
H -2.881 -1.730 -0.276
H -3.140 -0.008 2.789
H -2.789 1.732 1.562
H -0.872 1.772 2.736
H 0.048 2.963 -0.709
H -1.636 2.936 -1.293
H -1.702 3.559 1.426
H -0.433 4.320 0.801
O -2.458 -1.905 -3.919
H -2.490 -2.832 -4.185
H -3.092 -1.471 -4.502
O -6.339 -0.429 2.397
H -6.130 -0.347 3.334
H -5.601 -0.926 2.030
O 5.879 -3.167 -0.625
H 6.830 -3.054 -0.728
H 5.581 -2.331 -0.243
O -3.897 3.348 2.678
H -4.421 3.466 1.875
H -4.312 3.932 3.323
O 7.375 0.671 1.892
H 6.549 0.442 1.451
H 7.214 0.464 2.819
O -0.123 -3.590 -2.294
H 0.342 -4.248 -2.824
H -0.480 -4.096 -1.554
*
```

Results of the Löwdin charge analysis, in e, for atoms 1 through 6:
1 C -0.11
2 O -0.22
3 C -0.22
4 C -0.13
5 C -0.17
6 C -0.13

---

# 5
Here is a 13-piece molecular cluster, C11H38N2O12Si overall from the Open Molecules 2025 dataset. Energies are from the ωB97M-V functional and the def2-TZVPD basis.

Lowest unoccupied orbital energy = -0.0445 Eh
Highest occupied orbital energy = -8.21 eV
Molar mass = 418.51 g/mol
HOMO-LUMO gap = 7.00 eV

ORCA input file:
```
! RIJCOSX wB97M-V def2-TZVPD def2/J DEFGRID3
* xyz 0 1
C 1.120 5.644 1.405
Si -0.076 4.276 0.770
C -0.420 4.421 -1.151
C -1.809 4.409 1.640
C 0.554 2.458 1.097
C 2.099 2.181 1.530
N 2.738 0.843 1.779
C 1.705 -0.225 1.558
C 2.209 -1.802 1.770
C 1.205 -3.102 1.568
C -0.398 -2.885 1.169
C -0.873 -1.311 0.974
C 0.143 -0.004 1.168
N -0.453 1.356 0.935
H 1.928 5.923 0.575
H 1.603 5.444 2.452
H 0.461 6.632 1.529
H -0.732 5.519 -1.471
H 0.541 4.032 -1.737
H -1.280 3.640 -1.424
H -2.451 5.325 1.261
H -1.731 4.480 2.819
H -2.473 3.447 1.425
H 2.801 3.138 1.652
H 3.334 -2.072 2.062
H 1.569 -4.216 1.689
H -1.148 -3.798 1.007
H -2.005 -1.084 0.674
O 1.500 0.264 -1.709
H 2.418 0.209 -1.404
H 1.046 0.743 -0.999
O -0.426 -2.155 -2.236
H -0.479 -2.252 -3.199
H 0.187 -1.415 -2.109
O -1.513 -6.222 -0.066
H -1.790 -6.749 -0.830
H -1.038 -5.474 -0.457
O -3.750 -2.050 -1.466
H -3.740 -2.312 -0.534
H -2.812 -1.984 -1.702
O 0.111 -6.313 2.417
H -0.020 -6.187 1.465
H -0.682 -5.925 2.815
O 1.178 5.972 -3.093
H 1.783 5.565 -3.731
H 0.305 5.874 -3.501
O -0.412 8.573 1.769
H -0.465 8.476 0.807
H 0.201 9.312 1.896
O -2.540 2.617 -3.377
H -3.463 2.904 -3.449
H -2.602 1.706 -3.054
O 3.389 5.336 -1.322
H 2.466 5.622 -1.395
H 3.326 4.424 -1.000
O -2.973 -8.597 -1.076
H -3.850 -8.861 -0.760
H -2.468 -9.424 -1.083
O 4.960 -3.401 1.095
H 5.233 -3.039 0.238
H 5.786 -3.723 1.486
O -2.597 -11.095 0.219
H -2.205 -11.687 -0.440
H -2.222 -11.398 1.059
*
```

Results of the Löwdin charge analysis, in e, for atoms 1 through 6:
1 C -0.21
2 Si 0.51
3 C -0.23
4 C -0.24
5 C -0.23
6 C -0.07

---

# 6
Here is a 8-piece molecular cluster, C11H38O8 overall from the Open Molecules 2025 dataset. Energies are from the ωB97M-V functional and the def2-TZVPD basis.

Lowest unoccupied orbital energy = 0.0138 Eh
Highest occupied orbital energy = -9.50 eV
Molar mass = 298.42 g/mol
Relative energy (zero: lowest compared OMol25 entry of this formula, charge and spin) = 76.52 kcal per mole
SMILES = CCO.CCO.CCO.CO.CO.CO.CO.CO
HOMO-LUMO gap = 9.88 eV

ORCA input file:
```
! RIJCOSX wB97M-V def2-TZVPD def2/J DEFGRID3
* xyz 0 1
C 1.032 -3.760 -1.349
C 0.303 -3.483 0.031
O 1.181 -3.543 1.079
H 1.862 -3.100 -1.572
H 0.385 -3.595 -2.169
H 1.447 -4.741 -1.546
H -0.523 -4.217 0.171
H -0.110 -2.482 -0.154
H 1.148 -2.653 1.573
C 0.470 1.751 -4.180
C -0.867 1.094 -4.167
O -0.846 -0.197 -3.664
H 0.971 1.944 -3.213
H 0.348 2.758 -4.655
H 1.156 1.066 -4.724
H -1.283 1.060 -5.183
H -1.608 1.769 -3.689
H -1.375 -0.316 -2.898
C -2.536 -2.545 -2.141
C -3.229 -1.506 -1.382
O -2.610 -0.253 -1.485
H -3.142 -3.408 -2.166
H -1.555 -2.618 -1.648
H -2.229 -2.287 -3.151
H -3.303 -1.835 -0.281
H -4.306 -1.341 -1.703
H -1.942 -0.149 -0.777
C 4.540 -1.141 1.679
O 3.562 -0.293 2.358
H 4.744 -2.081 2.176
H 4.160 -1.325 0.692
H 5.514 -0.708 1.557
H 3.926 0.343 2.977
C 3.288 2.655 4.129
O 4.361 1.724 4.193
H 3.562 3.521 4.737
H 3.135 2.937 3.072
H 2.357 2.238 4.543
H 5.094 2.203 3.892
C 0.626 -0.722 3.556
O 0.928 -0.766 2.190
H 0.327 0.201 3.982
H -0.162 -1.448 3.836
H 1.556 -0.954 4.115
H 1.858 -0.372 2.173
C -4.017 3.190 -1.722
O -3.882 3.616 -0.386
H -4.813 2.462 -1.794
H -4.227 4.048 -2.375
H -3.163 2.595 -2.083
H -4.761 3.649 0.001
C -1.369 2.174 1.277
O -1.001 0.883 0.650
H -1.973 2.737 0.593
H -1.943 2.120 2.219
H -0.553 2.794 1.566
H -0.512 0.309 1.237
*
```

Results of the Löwdin charge analysis, in e, for atoms 1 through 6:
1 C -0.07
2 C -0.34
3 O -0.09
4 H 0.06
5 H 0.03
6 H 0.06